C33H94N8O11 | ωB97M-V with the def2-TZVPD basis set

As for the SMILES: COC[C@H](C)N.COC[C@H](C)N.COC[C@H](C)N.COC[C@H](C)N.COC[C@H](C)N.COC[C@H](C)N.NC(N)=O.CCO.CCO.CCO.CCO. As for the total energy: -2579.21426 a.u. The frontier orbital gap is 0.3466 Ha. For the LUMO energy, the calculation gives 0.4 eV.

Atoms and positions in Å:
1 C -0.586104 -6.930923 -1.503225
2 C -1.221372 -5.555674 -1.564109
3 C -2.507304 -5.741082 -2.371036
4 O -3.496165 -6.571172 -1.671699
5 C -4.801464 -6.110909 -1.776117
6 N -1.505190 -4.893571 -0.214816
7 H 0.466220 -6.971605 -1.093226
8 H -0.491285 -7.335752 -2.499891
9 H -1.294758 -7.552450 -0.955303
10 H -0.638980 -4.905006 -2.152715
11 H -2.353495 -6.100554 -3.413887
12 H -2.995343 -4.762100 -2.377712
13 H -5.240015 -6.307594 -2.766445
14 H -4.883458 -5.039491 -1.641488
15 H -5.392738 -6.574568 -0.997760
16 H -1.547658 -3.881670 -0.272034
17 H -2.383459 -5.250217 0.178688
18 C -5.172052 4.025883 1.510989
19 C -5.044532 4.698549 0.136890
20 C -3.807501 4.138671 -0.502063
21 O -3.505542 4.728145 -1.763053
22 C -2.234694 4.240964 -2.124063
23 N -6.187584 4.628204 -0.720776
24 H -5.892335 4.498154 2.113520
25 H -4.184005 4.148509 2.087746
26 H -5.221799 2.930134 1.430925
27 H -4.813073 5.706579 0.344271
28 H -3.933832 3.069138 -0.606197
29 H -2.916828 4.318907 0.087567
30 H -1.612365 4.471334 -1.249516
31 H -1.955698 4.693405 -3.126263
32 H -2.334640 3.188743 -2.363710
33 H -6.393337 3.680522 -0.851738
34 H -5.980187 5.012396 -1.674315
35 C 2.588042 -0.725292 7.138978
36 C 1.951807 -0.212693 5.821768
37 C 1.456901 1.318446 6.097866
38 O 0.479396 1.420631 7.113397
39 C -0.775827 0.790744 6.893241
40 N 2.849372 -0.321334 4.708582
41 H 1.861471 -0.721091 7.915101
42 H 3.360093 0.005393 7.368809
43 H 3.126658 -1.727293 6.931069
44 H 1.071254 -0.853051 5.518317
45 H 1.024218 1.712428 5.156752
46 H 2.320182 1.917959 6.483177
47 H -1.229206 0.720826 7.837476
48 H -0.661674 -0.258147 6.595408
49 H -1.346619 1.307470 6.095927
50 H 2.989836 -1.320533 4.598029
51 H 3.770688 0.085551 4.902756
52 C -3.041255 -1.193395 3.181926
53 C -4.118709 -1.030040 2.156872
54 C -4.637254 0.462727 2.068045
55 O -5.250763 0.751549 3.297016
56 C -6.700669 0.807021 3.196470
57 N -3.681972 -1.620472 0.892916
58 H -3.194416 -0.633088 4.086012
59 H -2.035330 -0.934571 2.789221
60 H -2.978321 -2.252790 3.342644
61 H -4.965872 -1.650881 2.509616
62 H -5.274166 0.670771 1.192426
63 H -3.735466 1.097439 1.984523
64 H -7.087370 -0.167994 2.976581
65 H -6.969213 1.550123 2.418158
66 H -7.034532 1.140608 4.169756
67 H -4.366955 -1.385949 0.175935
68 H -2.944738 -1.027615 0.590132
69 C 2.494406 4.447352 -4.032641
70 C 1.192572 3.908560 -3.453163
71 C 1.003649 2.473036 -3.893856
72 O 0.941521 2.303310 -5.291432
73 C 1.019873 0.897612 -5.655362
74 N 1.165995 3.971413 -2.030031
75 H 2.713935 5.413028 -3.589026
76 H 2.483070 4.524094 -5.126448
77 H 3.273245 3.770233 -3.784845
78 H 0.350096 4.485350 -3.874868
79 H -0.006436 2.204809 -3.557137
80 H 1.746621 1.831721 -3.507592
81 H 1.840439 0.418798 -5.093583
82 H 1.271652 0.877744 -6.685059
83 H 0.050912 0.412158 -5.531707
84 H 1.324576 4.941366 -1.655172
85 H 1.931702 3.416302 -1.563447
86 C 7.154692 2.951368 -1.403497
87 C 5.974860 2.480017 -2.216436
88 C 6.265785 1.892250 -3.619832
89 O 6.759777 2.830540 -4.538925
90 C 7.217559 2.152654 -5.721021
91 N 5.339726 1.443724 -1.344059
92 H 7.498595 3.963009 -1.710122
93 H 8.002441 2.224178 -1.428063
94 H 6.783819 3.026837 -0.371384
95 H 5.301163 3.283246 -2.409557
96 H 5.398349 1.396097 -4.042952
97 H 7.044282 1.178892 -3.453160
98 H 6.439056 1.496687 -6.151805
99 H 8.105512 1.538052 -5.518253
100 H 7.451314 2.938819 -6.468411
101 H 4.392032 1.168009 -1.557845
102 H 5.411002 1.674047 -0.347013
103 C 3.807983 -0.840380 1.455088
104 C 2.567619 -0.004034 1.263498
105 O 1.477127 -0.280053 2.115475
106 H 3.620728 -1.864867 1.100837
107 H 4.115349 -0.849477 2.471225
108 H 4.640729 -0.412472 0.941349
109 H 2.116364 -0.386905 0.368857
110 H 2.734685 1.053178 1.201507
111 H 1.750759 -0.117683 3.015046
112 C 0.043295 2.702919 0.946361
113 C -1.117220 1.823336 1.340539
114 O -0.996093 0.506195 0.769204
115 H -0.065608 3.025690 -0.110493
116 H 0.950170 2.111046 1.028239
117 H 0.085073 3.579761 1.568183
118 H -2.105013 2.198947 1.066090
119 H -1.105110 1.753115 2.427386
120 H -0.252514 0.113239 1.241580
121 C 2.636124 -3.936529 2.601256
122 C 1.633427 -4.935129 2.255375
123 O 1.164251 -4.694275 0.934447
124 H 3.611125 -3.948688 2.046768
125 H 2.965681 -4.040997 3.659382
126 H 2.170334 -2.954680 2.263092
127 H 0.809791 -4.857417 3.012560
128 H 2.009189 -5.917535 2.386078
129 H 0.217459 -5.022678 0.837377
130 C -3.134578 -0.768535 -3.359958
131 C -2.289462 0.030545 -2.376071
132 O -1.572528 -0.937463 -1.562286
133 H -3.949183 -1.323028 -2.862836
134 H -2.567379 -1.491160 -3.920522
135 H -3.574374 -0.005559 -3.957749
136 H -2.907364 0.623566 -1.691068
137 H -1.624553 0.749773 -2.898246
138 H -1.178958 -0.466954 -0.870200
139 C 1.566036 -3.355603 -2.234278
140 O 1.052643 -3.545420 -3.310395
141 N 2.541461 -4.213008 -1.827112
142 N 1.151538 -2.388639 -1.280623
143 H 2.570743 -4.957778 -2.458560
144 H 2.758791 -4.306900 -0.863993
145 H 0.263128 -2.040974 -1.543708
146 H 1.313594 -2.759112 -0.403292

Cartesian forces (eV/Å) of the 3 atoms listed first:
1.146 0.034 1.075
-1.513 -0.559 0.903
-1.728 0.608 0.481